No. 1
CH2ClNO2S2 in the gas phase at a distorted geometry, computed with wB97M-V/def2-TZVPD.

```
9
CH2ClNO2S2 wB97M-V/def2-TZVPD
O 0.64 0.48 2.18
S 0.19 1.51 1.31
O -1.03 2.18 1.48
Cl 1.67 2.89 1.38
N 0.37 0.54 -0.49
C 0.41 -0.76 -0.18
S -0.14 -1.90 -1.18
H -0.31 0.91 -1.20
H 1.16 -0.75 0.64
```

F_max = 4.52 eV/Å
structure (SMILES) = O=S(=O)(Cl)NC=S


No. 2
C5H5F2N3O2S in the gas phase at a distorted geometry, computed with wB97M-V/def2-TZVPD.

```
18
C5H5F2N3O2S wB97M-V/def2-TZVPD
N -1.00 1.76 -0.83
C -1.30 1.01 0.25
O -2.03 1.34 1.15
C -0.43 -0.35 0.29
O -0.55 -0.92 1.54
C 0.97 -0.05 0.10
C 1.88 -0.10 1.11
S 3.44 0.25 0.42
N 2.77 0.48 -1.06
N 1.55 0.32 -1.11
C -0.90 -1.34 -0.76
F -2.24 -1.70 -0.57
F -0.29 -2.55 -0.64
H -0.25 1.59 -1.37
H -1.04 2.82 -0.74
H -1.43 -1.23 1.91
H 1.79 -0.38 2.20
H -0.92 -0.98 -1.88
```

F_max = 5.39 eV/Å
structure (SMILES) = NC(=O)[C@](O)(c1csnn1)C(F)F


No. 3
A molecular structure, C7H18ClNSi at a distorted geometry, computed with wB97M-V/def2-TZVPD.

```
28
C7H18ClNSi wB97M-V/def2-TZVPD
C -1.96 -1.24 1.30
C -1.30 0.71 -0.05
C -2.55 -1.24 -1.12
C 2.46 1.77 1.15
C 2.40 1.27 -1.16
C -0.07 -1.35 -0.62
C -1.45 -0.82 -0.12
N 2.41 0.71 0.14
Si 1.91 -0.85 0.58
Cl 3.12 -2.36 -0.03
H -2.39 -2.31 1.26
H -2.79 -0.44 1.50
H -1.18 -1.24 2.12
H -2.27 1.26 -0.24
H -0.98 0.97 0.96
H -0.58 1.27 -0.77
H -3.28 -0.51 -1.31
H -1.92 -1.50 -2.02
H -3.05 -2.09 -0.75
H 1.60 2.51 1.16
H 2.47 1.22 2.07
H 3.45 2.34 1.23
H 1.41 1.82 -1.21
H 3.13 2.17 -1.28
H 2.48 0.49 -1.96
H 0.02 -2.48 -0.53
H 0.10 -1.04 -1.56
H 1.85 -1.02 2.14
```

F_max = 6.52 eV/Å


| no. | LUMO energy (eV) | HOMO energy (eV) | Kohn-Sham gap (eV) |
| --- | --- | --- | --- |
| 1 | -1.75 | -9.16 | 7.401 |
| 2 | 0.14 | -10.05 | 10.194 |
| 3 | 0.81 | -8.52 | 9.323 |